(1)
# C3H11NS

A cluster of 2 separate species, C3H11NS in total at a distorted geometry (the ωB97M-V functional and the def2-TZVPD basis, the OMol25 dataset).

```
16
Properties=species:S:1:pos:R:3:forces:R:3
C -1.447265 -0.078798 1.670459 1.0 0.2 0.2
N -0.773523 0.098314 0.328855 -2.2 -0.3 0.5
C -0.733280 1.509164 0.039926 -0.7 2.2 -0.7
H -1.189153 -1.066276 2.064301 -0.3 0.1 -0.1
H -1.068396 0.663720 2.415795 0.1 -0.5 -0.8
H -2.524316 0.097255 1.638589 0.0 -0.3 -0.2
H -1.407360 -0.343474 -0.379574 0.9 0.4 0.8
H 0.624402 -0.485841 0.137247 1.6 -0.4 0.2
H -1.744425 1.996226 0.167525 0.6 -0.5 -0.5
H -0.339812 1.750849 -0.982057 -0.4 -0.4 0.9
H -0.149570 2.098325 0.762217 0.4 -0.7 -0.1
C 2.129246 -1.273266 -1.721724 0.9 -0.3 1.1
S 2.093958 -0.853277 0.081821 -1.0 0.1 -0.7
H 1.562158 -2.166337 -1.903521 -0.4 -0.3 -0.2
H 1.798573 -0.466629 -2.327271 -0.4 0.7 -0.5
H 3.168759 -1.479961 -1.992582 -0.1 0.0 0.1
```
Forces are in eV/Å.

Charge   0
E_HOMO   -7.82 eV
ΔE to the lowest compared entry with this formula, charge and spin   26.8 kcal per mole
Gap between HOMO and LUMO   8.60 eV



(2)
# C3H11NS

A cluster of 3 separate species, C3H11NS in total at a distorted geometry (the ωB97M-V functional and the def2-TZVPD basis, the OMol25 dataset).

```
16
Properties=species:S:1:pos:R:3:forces:R:3
C 0.998127 0.396652 1.803430 -0.2 -0.1 0.0
C 0.534789 -0.880560 1.103738 -0.6 0.0 0.2
N -0.943414 -0.985202 0.978504 0.5 0.5 -0.8
H 2.089757 0.465179 1.877036 -0.2 -0.1 0.0
H 0.631005 1.256305 1.242650 0.1 0.1 0.2
H 0.559726 0.422765 2.811604 0.2 0.1 -0.2
H 0.951035 -0.948354 0.094282 0.0 0.0 0.1
H 0.901423 -1.733670 1.684655 -0.1 -0.1 -0.3
H -1.303143 -0.196219 0.390072 0.5 -1.4 1.5
H -1.386914 -1.022002 1.882198 -0.1 0.2 0.2
H -2.143991 -0.150727 -1.199513 2.6 2.9 0.4
C -0.175934 0.619845 -2.670975 1.3 -0.1 -0.3
S -0.711186 1.238073 -1.091044 -3.7 -2.1 -0.9
H 0.264263 -0.365334 -2.489034 -0.1 0.1 -0.4
H -0.915263 0.586727 -3.477337 0.1 0.2 0.4
H 0.649718 1.296523 -2.940265 -0.2 -0.2 -0.3
```
Forces are in eV/Å.

Charge   0
E_HOMO   -8.82 eV
ΔE to the lowest compared entry with this formula, charge and spin   70.0 kcal per mole
Gap between HOMO and LUMO   7.81 eV



(3)
# C3H11NS

A cluster of 2 separate species, C3H11NS in total at a distorted geometry (the ωB97M-V functional and the def2-TZVPD basis, the OMol25 dataset).

```
16
Properties=species:S:1:pos:R:3:forces:R:3
C -2.942281 -2.083313 0.115248 -0.4 -0.9 -1.9
S -2.378345 -1.288954 1.694834 1.5 -3.5 0.3
H -2.454010 -1.489091 -0.761652 -1.6 -0.8 1.5
H -4.048589 -2.033615 0.287893 0.9 0.4 -1.2
H -2.801506 -3.222276 -0.250306 0.4 2.4 1.8
C 2.200179 2.190036 -0.804444 2.1 0.3 -2.3
N 1.970770 0.681874 -0.795111 -1.9 3.1 -0.1
C 1.078579 0.451880 0.371207 0.6 -1.9 -0.1
H 1.586374 2.824931 -0.118365 -0.8 -0.5 -1.4
H 2.441579 2.507174 -1.956271 -1.4 -0.2 2.8
H 3.155221 2.486784 -0.349965 0.4 -0.9 0.0
H 1.329003 0.531972 -1.600070 0.9 0.0 0.5
H -1.797925 -2.547882 2.185280 -0.8 2.4 -0.5
H -0.013361 0.619991 0.291166 0.5 0.4 -0.4
H 1.222711 -0.638109 0.456869 -0.5 0.3 1.1
H 1.451594 1.008604 1.233686 0.0 -0.4 0.0
```
Forces are in eV/Å.

Charge   0
E_HOMO   -9.11 eV
ΔE to the lowest compared entry with this formula, charge and spin   61.7 kcal per mole
Gap between HOMO and LUMO   9.80 eV